# 1
{
  "formula": "C41H34BiN3O4PS3Si",
  "method": "ωB97M-V with the def2-TZVPD basis set",
  "species": ["Bi", "S", "C", "C", "C", "C", "N", "C", "C", "C", "S", "C", "N", "H", "H", "O", "S", "O", "O", "C", "C", "C", "C", "C", "C", "P", "C", "C", "C", "C", "C", "C", "C", "C", "C", "C", "C", "C", "H", "H", "H", "H", "H", "H", "H", "H", "H", "H", "H", "H", "H", "H", "C", "Si", "C", "C", "N", "C", "C", "C", "C", "C", "C", "O", "C", "C", "C", "C", "C", "C", "H", "H", "H", "H", "H", "H", "H", "H", "H", "H", "H", "H", "H", "H", "H", "H", "H", "H"],
  "positions_angstrom": [[-0.3209, 0.0333, 0.5628], [-0.5379, -0.0048, 3.1629], [-1.1580, -1.6527, 3.0173], [-0.6814, -2.6355, 3.8779], [-1.1320, -3.9454, 3.7960], [-0.6370, -4.9200, 4.7282], [-0.2501, -5.6810, 5.4978], [-2.0643, -4.2933, 2.8130], [-2.5365, -3.3210, 1.9442], [-2.1168, -1.9977, 2.0414], [-2.7857, -0.7929, 0.9389], [-2.5372, -5.6443, 2.6884], [-2.9386, -6.7173, 2.5969], [0.0591, -2.3735, 4.6204], [-3.2404, -3.5969, 1.1717], [0.9765, -4.1576, 0.1486], [1.2382, -2.8109, -0.2916], [0.1784, -2.2014, -1.0993], [1.6631, -1.8951, 0.7842], [2.6535, -2.9121, -1.3845], [3.1530, -4.1705, -1.6829], [4.2684, -4.3021, -2.4966], [4.9000, -3.1695, -2.9868], [4.4023, -1.9132, -2.6749], [3.2567, -1.7624, -1.8964], [2.6403, -0.0750, -1.4726], [4.1878, 0.5000, -0.6520], [5.0692, 1.4545, -1.1462], [6.2033, 1.8059, -0.4225], [6.4693, 1.2031, 0.7968], [5.5962, 0.2423, 1.2937], [4.4628, -0.1038, 0.5783], [2.6727, 0.8309, -3.0661], [2.8576, 0.2666, -4.3241], [2.7715, 1.0515, -5.4680], [2.4821, 2.4039, -5.3745], [2.2585, 2.9718, -4.1259], [2.3436, 2.1876, -2.9878], [2.6614, -5.0326, -1.2534], [4.6542, -5.2860, -2.7319], [5.7856, -3.2590, -3.6038], [4.9189, -1.0313, -3.0355], [4.8786, 1.9307, -2.1000], [6.8820, 2.5509, -0.8194], [7.3540, 1.4776, 1.3575], [5.7954, -0.2318, 2.2465], [3.7779, -0.8533, 0.9646], [3.0546, -0.7926, -4.4185], [2.9236, 0.5965, -6.4393], [2.4099, 3.0089, -6.2695], [1.9928, 4.0179, -4.0393], [2.1212, 2.6253, -2.0225], [2.0612, 4.3328, 0.5393], [0.8979, 3.1214, 1.3950], [-0.0998, 4.0092, 2.7111], [2.0663, 1.9184, 2.2478], [-0.1819, 2.2855, 0.3058], [-0.8886, 2.9304, -0.6991], [-0.9406, 4.3333, -0.8048], [-1.6397, 4.9883, -1.8037], [-2.3593, 4.2672, -2.7441], [-2.3537, 2.8841, -2.6599], [-1.6170, 2.2370, -1.6852], [-1.6686, 0.8510, -1.5751], [-1.7129, 0.0445, -2.7126], [-1.0347, 0.3602, -3.8778], [-1.0984, -0.5196, -4.9494], [-1.8163, -1.7023, -4.8552], [-2.4785, -2.0047, -3.6745], [-2.4364, -1.1306, -2.6012], [2.7520, 4.7253, 1.2907], [1.5854, 5.1830, 0.0505], [2.6655, 3.8092, -0.2034], [0.5406, 4.5606, 3.4046], [-0.6633, 3.2693, 3.2851], [-0.8182, 4.7087, 2.2800], [3.0600, 2.3706, 2.2692], [2.1844, 0.9462, 1.7640], [1.7539, 1.7212, 3.2733], [-0.4234, 4.9220, -0.0610], [-1.6289, 6.0709, -1.8340], [-2.9329, 4.7640, -3.5148], [-2.9207, 2.2888, -3.3636], [-0.4700, 1.2782, -3.9546], [-0.5663, -0.2739, -5.8590], [-1.8492, -2.3879, -5.6920], [-3.0331, -2.9294, -3.5810], [-2.9269, -1.3605, -1.6660]],
  "spin_multiplicity": 1,
  "e_tot_ha": -4088.240270,
  "total_charge": -1
}



# 2
{
  "formula": "C41H34BrGeNO2Tc",
  "method": "ωB97M-V with the def2-TZVPD basis set",
  "species": ["Tc", "C", "C", "C", "C", "C", "C", "C", "C", "N", "H", "H", "H", "H", "H", "H", "H", "H", "H", "Br", "C", "C", "C", "C", "C", "C", "C", "O", "O", "H", "H", "H", "H", "C", "Ge", "C", "C", "C", "C", "C", "C", "C", "C", "C", "C", "C", "C", "C", "C", "C", "C", "C", "C", "H", "H", "H", "H", "H", "H", "H", "H", "H", "H", "H", "H", "H", "H", "H", "H", "C", "C", "C", "C", "C", "C", "C", "H", "H", "H", "H", "H"],
  "positions_angstrom": [[-1.0499, 1.1255, -0.4137], [1.5218, 4.2448, 0.1037], [1.0474, 4.0383, 1.4891], [1.3954, 4.8888, 2.5238], [1.0792, 4.6571, 3.8825], [0.1401, 3.6541, 4.1675], [-0.4377, 2.8691, 3.1461], [-1.5146, 1.8941, 3.4964], [0.1011, 2.9883, 1.7635], [-0.2306, 2.1143, 0.8380], [2.3792, 4.9629, 0.0547], [0.6645, 4.5957, -0.5193], [1.8967, 3.3417, -0.3603], [1.9797, 5.8019, 2.2784], [1.5677, 5.2104, 4.6765], [-0.1045, 3.4576, 5.2173], [-1.6526, 1.8368, 4.5774], [-1.3618, 0.8734, 3.1269], [-2.4415, 2.1907, 2.9735], [1.3510, 1.5929, -7.4524], [-0.3760, 1.5106, -6.5774], [-1.5215, 0.9751, -7.1324], [-2.7210, 0.9559, -6.3537], [-2.6823, 1.2404, -4.9724], [-1.4457, 1.5450, -4.4195], [-0.3389, 1.8720, -5.2204], [-1.2044, 1.5225, -2.9567], [-0.0738, 1.6228, -2.3806], [-2.2020, 1.3480, -2.1964], [-1.5481, 0.7339, -8.1849], [-3.6391, 0.7683, -6.8579], [-3.5695, 1.2580, -4.3113], [0.5665, 2.3093, -4.7884], [-0.4257, -0.6303, -0.1798], [1.3077, -1.2953, 0.2093], [1.0436, -2.2154, 1.9108], [1.8875, -3.2569, 2.2481], [1.6028, -4.0294, 3.3577], [0.5230, -3.7205, 4.1702], [-0.2615, -2.6256, 3.8963], [-0.0083, -1.8714, 2.7664], [2.9387, -0.2782, 0.1289], [4.1618, -0.7516, -0.3721], [5.3879, -0.1118, -0.1234], [5.4130, 1.0483, 0.5897], [4.2132, 1.6307, 1.0020], [2.9918, 0.9696, 0.8327], [1.4010, -2.7582, -1.0251], [1.9026, -2.5443, -2.3079], [2.0428, -3.5830, -3.2109], [1.6122, -4.8850, -2.8976], [0.9889, -5.0481, -1.7052], [0.8281, -4.0142, -0.7904], [-1.0395, -1.5246, -0.2630], [2.7981, -3.4650, 1.6824], [2.2491, -4.8578, 3.5907], [0.3234, -4.2609, 5.0970], [-1.0899, -2.4120, 4.5489], [-0.5853, -0.9387, 2.5390], [4.1944, -1.7182, -0.9107], [6.2880, -0.5418, -0.5719], [6.3334, 1.5730, 0.7055], [4.1623, 2.6313, 1.4805], [2.1280, 1.4206, 1.2761], [2.2346, -1.5969, -2.6278], [2.4599, -3.3643, -4.2461], [1.7531, -5.6734, -3.6650], [0.6572, -6.0637, -1.4093], [0.3713, -4.2557, 0.1666], [-2.3112, 0.3406, 0.6410], [-3.5677, -0.1923, 1.0901], [-4.7965, 0.5876, 0.7934], [-6.0362, 0.0081, 1.0193], [-6.1070, -1.2936, 1.5142], [-5.0037, -2.0813, 1.7161], [-3.7424, -1.5328, 1.5404], [-4.7707, 1.6027, 0.3115], [-6.9062, 0.5182, 0.6430], [-7.0643, -1.6997, 1.7756], [-5.1462, -3.0313, 2.1891], [-2.9122, -2.2077, 1.6564]],
  "spin_multiplicity": 1,
  "e_tot_ha": -6519.610043,
  "total_charge": -1
}



# 3
{
  "formula": "C41H34BrN5OPtS3",
  "method": "ωB97M-V with the def2-TZVPD basis set",
  "species": ["Pt", "O", "C", "C", "C", "N", "C", "Br", "C", "H", "H", "H", "H", "N", "S", "N", "S", "N", "S", "N", "C", "C", "C", "C", "C", "C", "C", "C", "C", "C", "C", "C", "C", "C", "C", "C", "C", "C", "C", "C", "C", "C", "C", "C", "C", "C", "C", "C", "C", "C", "C", "C", "C", "C", "C", "C", "H", "H", "H", "H", "H", "H", "H", "H", "H", "H", "H", "H", "H", "H", "H", "H", "H", "H", "H", "H", "H", "H", "H", "H", "H", "H", "H", "H", "H", "H"],
  "positions_angstrom": [[-0.7510, 1.8843, 1.3091], [-3.4727, 7.5193, 1.0790], [-2.8625, 6.3386, 1.1890], [-2.4013, 5.8171, 2.3958], [-1.7867, 4.5943, 2.3750], [-1.6140, 3.8668, 1.2488], [-2.0712, 4.3996, 0.0925], [-1.8419, 3.4011, -1.4779], [-2.6962, 5.6147, 0.0103], [-3.5483, 7.9597, 1.9369], [-2.5131, 6.3522, 3.3297], [-1.4078, 4.1515, 3.2857], [-3.0523, 6.0069, -0.9303], [-1.3389, 0.0294, 1.5759], [-1.8585, -0.9429, 0.5602], [-0.9110, -1.7301, -0.4928], [0.6128, -1.5237, -0.3408], [0.9950, -0.0871, -0.7213], [1.7504, 1.1325, -0.0507], [1.2286, 1.7321, 1.2254], [1.7775, 2.1925, -1.4568], [1.4227, 1.7850, -2.7390], [1.4652, 2.7220, -3.7614], [1.8555, 4.0289, -3.4972], [2.2072, 4.4158, -2.2101], [2.1689, 3.4974, -1.1728], [3.4120, 0.6420, 0.1897], [4.0957, 0.0476, -0.8691], [5.4091, -0.3353, -0.6648], [6.0169, -0.1147, 0.5686], [5.3213, 0.4941, 1.6034], [4.0017, 0.8888, 1.4217], [1.1783, -2.1821, 1.1950], [1.5655, -1.3811, 2.2609], [1.8886, -2.0030, 3.4604], [1.8039, -3.3799, 3.5879], [1.3801, -4.1637, 2.5180], [1.0561, -3.5727, 1.3131], [1.2725, -2.6067, -1.5354], [2.5989, -3.0016, -1.3993], [3.1521, -3.7691, -2.4117], [2.3893, -4.1125, -3.5214], [1.0680, -3.6993, -3.6357], [0.4883, -2.9315, -2.6360], [-3.0914, -0.3554, -0.5470], [-4.2849, 0.0431, 0.0506], [-5.2607, 0.6228, -0.7408], [-5.0369, 0.8042, -2.1014], [-3.8369, 0.4140, -2.6790], [-2.8443, -0.1684, -1.9024], [-2.6333, -2.2567, 1.4082], [-2.3970, -2.3775, 2.7702], [-2.9665, -3.4578, 3.4322], [-3.7450, -4.3728, 2.7384], [-3.9665, -4.2287, 1.3703], [-3.4093, -3.1617, 0.6895], [1.1177, 0.7672, -2.9309], [1.1966, 2.4301, -4.7685], [1.8886, 4.7520, -4.3020], [2.5119, 5.4353, -2.0134], [2.4248, 3.7908, -0.1615], [3.6182, -0.1084, -1.8294], [5.9669, -0.7956, -1.4704], [7.0478, -0.4099, 0.7178], [5.8085, 0.6733, 2.5528], [3.4403, 1.3789, 2.2060], [1.5823, -0.3039, 2.1885], [2.1956, -1.3983, 4.3042], [2.0584, -3.8504, 4.5289], [1.3018, -5.2374, 2.6237], [0.7162, -4.1813, 0.4848], [3.1837, -2.7332, -0.5291], [4.1768, -4.1062, -2.3276], [2.8286, -4.7168, -4.3045], [0.4809, -3.9818, -4.4994], [-0.5449, -2.6211, -2.6966], [-4.4523, -0.1070, 1.1111], [-6.2009, 0.9240, -0.2983], [-5.8090, 1.2500, -2.7155], [-3.6745, 0.5577, -3.7397], [-1.9056, -0.4742, -2.3391], [-1.7926, -1.6431, 3.2848], [-2.8054, -3.5789, 4.4960], [-4.1907, -5.2064, 3.2666], [-4.5774, -4.9466, 0.8389], [-3.5743, -3.0409, -0.3742]],
  "spin_multiplicity": 1,
  "e_tot_ha": -5818.918978,
  "total_charge": 2
}